{"formula": "C33H36ClNO3RhSeSiTe", "method": "ωB97M-V with the def2-TZVPD basis set", "symbols": ["Rh", "Cl", "C", "C", "C", "C", "O", "C", "C", "O", "C", "H", "H", "H", "H", "C", "C", "C", "C", "C", "C", "Te", "N", "C", "O", "C", "C", "C", "C", "C", "C", "C", "C", "C", "C", "C", "C", "C", "C", "C", "C", "H", "H", "H", "H", "H", "H", "H", "H", "H", "H", "H", "H", "H", "H", "H", "H", "H", "H", "H", "H", "H", "H", "H", "C", "Si", "C", "C", "Se", "H", "H", "H", "H", "H", "H", "H", "H", "H"], "coordinates": [[-18.217, -14.063, 5.751], [-17.846, -19.312, 0.933], [-17.947, -18.610, 2.495], [-16.945, -18.866, 3.435], [-16.811, -18.059, 4.526], [-17.690, -16.916, 4.761], [-17.477, -16.110, 5.741], [-18.842, -16.806, 3.828], [-19.855, -15.858, 4.069], [-19.764, -14.806, 4.796], [-18.947, -17.685, 2.736], [-16.334, -19.764, 3.304], [-16.029, -18.202, 5.257], [-20.842, -15.981, 3.614], [-19.790, -17.686, 2.026], [-17.739, -7.233, -2.443], [-17.723, -8.152, -1.241], [-18.242, -9.445, -1.269], [-18.256, -10.286, -0.132], [-18.925, -11.642, -0.234], [-17.559, -9.876, 1.020], [-17.251, -11.262, 2.677], [-17.340, -12.419, 5.070], [-16.329, -12.510, 5.961], [-16.199, -13.619, 6.597], [-15.405, -11.414, 6.236], [-15.829, -10.118, 5.948], [-14.894, -9.100, 5.941], [-13.553, -9.406, 6.185], [-13.147, -10.662, 6.604], [-14.092, -11.699, 6.671], [-15.438, -12.110, 1.965], [-14.329, -11.290, 1.710], [-13.106, -11.847, 1.355], [-13.008, -13.205, 1.228], [-14.090, -14.035, 1.456], [-15.341, -13.503, 1.850], [-16.543, -14.375, 2.126], [-17.089, -8.516, 1.115], [-16.653, -7.968, 2.482], [-17.172, -7.717, -0.014], [-18.148, -7.765, -3.287], [-16.676, -6.920, -2.612], [-18.302, -6.329, -2.215], [-18.686, -9.889, -2.177], [-19.293, -11.785, -1.240], [-19.747, -11.714, 0.479], [-18.224, -12.476, -0.006], [-16.898, -9.898, 5.816], [-15.214, -8.070, 5.683], [-12.779, -8.664, 6.081], [-12.090, -10.802, 6.894], [-13.821, -12.684, 7.037], [-14.431, -10.196, 1.868], [-12.242, -11.197, 1.226], [-12.055, -13.683, 1.023], [-13.959, -15.124, 1.391], [-16.299, -15.406, 1.897], [-17.412, -14.083, 1.518], [-16.861, -14.361, 3.190], [-17.494, -7.625, 3.081], [-15.959, -7.107, 2.343], [-16.089, -8.682, 3.098], [-16.749, -6.676, 0.048], [-19.868, -12.895, 10.179], [-20.772, -12.982, 8.522], [-22.348, -11.932, 8.487], [-21.241, -14.808, 8.242], [-19.600, -12.250, 6.787], [-20.533, -13.261, 10.929], [-19.485, -11.889, 10.458], [-19.016, -13.551, 10.110], [-23.123, -12.380, 9.100], [-22.700, -11.948, 7.449], [-22.223, -10.907, 8.772], [-21.216, -15.360, 9.181], [-20.552, -15.315, 7.597], [-22.260, -14.844, 7.840]], "forces_ev_per_a": [[0.1847, 0.4909, 1.4505], [-0.1028, -0.7102, -0.4968], [-1.0547, 1.0530, 0.0788], [0.2011, -0.2341, 0.3508], [-0.5680, 0.9953, 0.5292], [-0.3483, -0.2112, -0.7334], [-0.2326, -0.6803, -0.9236], [1.1124, -0.1231, 1.4175], [-0.2028, 1.9488, 1.0499], [-2.0489, -3.2004, -2.4262], [0.4382, -0.9837, -0.6694], [0.0738, 0.5609, -0.0335], [0.0301, -0.1294, 0.0383], [0.1080, -0.1627, -0.2733], [0.4442, 0.4584, 0.4425], [1.2650, -0.1104, 0.9373], [0.0967, -0.4442, 0.8305], [-0.4502, -0.2606, 0.1476], [1.0142, -0.0797, 0.1574], [0.7525, -0.1714, 0.3061], [0.1789, 1.3790, 0.0472], [-0.9893, -0.4150, -0.6190], [2.0698, 0.2340, -0.1161], [0.0958, -0.8969, 0.7393], [0.0990, 1.0920, -0.6081], [0.5683, -0.0206, 0.0237], [-0.0580, 0.3274, 0.2786], [0.1024, 0.6366, -0.3658], [-0.0471, 0.2803, 0.0210], [-0.1511, -0.6390, 0.3417], [-0.0392, 0.9476, -0.3455], [0.4696, 0.2619, 0.0707], [-0.4450, 0.5913, 0.4361], [-0.2397, 1.1528, 0.0994], [0.4350, -1.0981, 0.0753], [-1.0192, -0.1894, 0.4376], [0.2004, 0.0661, -0.1459], [0.0446, -0.3174, 0.2481], [-0.5465, -1.4152, 0.6166], [1.1675, 0.5703, -0.8321], [0.3984, 1.1738, -0.2323], [-0.0401, 0.1270, -0.4328], [-0.9296, -0.2159, -0.2728], [-0.1445, -0.0203, -0.1622], [0.2064, 0.5869, 0.3619], [-0.2195, -0.1058, -0.1900], [-0.0440, -0.0374, -0.0692], [-0.3706, 0.5447, -0.1519], [0.6024, -0.2769, -0.2307], [0.3709, -0.7267, 0.2763], [-0.0351, 0.4014, 0.0316], [-0.7717, -0.1180, -0.2429], [-0.1725, 0.0438, -0.3040], [0.1644, -0.8243, -0.2404], [-0.1605, -0.1871, -0.0589], [-0.0013, 0.1831, -0.1599], [-0.1637, 0.5105, -0.0313], [-0.0206, -0.2602, -0.0990], [0.2729, -0.0468, 0.1759], [0.2517, 0.1896, -0.5253], [-0.1824, -0.0247, -0.1054], [-0.5714, -0.3928, 0.0428], [-0.2482, -0.0552, -0.2956], [-0.5685, -1.0526, -0.0732], [0.4408, 1.1406, -0.9416], [-0.7620, -0.6675, 0.8751], [0.2374, -0.8261, -0.5062], [-0.4003, 0.7487, 0.6292], [0.4120, 0.6167, -0.2284], [-0.4676, -0.2383, 0.7033], [-0.3840, -0.5785, -0.2057], [0.3773, -0.3375, 0.0918], [-0.1770, -0.0855, 0.2138], [-0.0702, 0.0385, 0.0965], [0.2119, 0.5822, 0.2218], [-0.1758, 0.0409, 0.1695], [0.3126, -0.2097, -0.6263], [0.2130, -0.1941, -0.0870]], "total_charge": 0, "spin_multiplicity": 6, "lumo_energy_ev": [-0.3, -2.8], "total_energy_ev": -138480.982, "s2": 8.78, "gap_ev": [6.97, 4.98], "e_homo_ev": [-7.30, -7.79]}

---

{"formula": "C33H36N4O3PPdS", "method": "ωB97M-V with the def2-TZVPD basis set", "symbols": ["Pd", "O", "P", "C", "C", "C", "C", "C", "C", "C", "C", "C", "C", "C", "C", "C", "C", "C", "C", "C", "C", "H", "H", "H", "H", "H", "H", "H", "H", "H", "H", "H", "H", "H", "H", "H", "O", "H", "H", "C", "C", "N", "C", "C", "C", "O", "C", "C", "C", "C", "N", "C", "H", "H", "H", "H", "H", "H", "H", "H", "H", "H", "H", "H", "H", "H", "C", "C", "C", "C", "N", "C", "S", "N", "H", "H", "H", "H", "H"], "coordinates": [[0.003, -1.960, 0.233], [-0.717, -0.197, 1.320], [-1.723, 0.465, 0.390], [-2.355, -0.797, -0.731], [-2.597, -0.517, -2.079], [-3.057, -1.515, -2.920], [-3.262, -2.804, -2.435], [-3.028, -3.089, -1.102], [-2.589, -2.089, -0.239], [-3.093, 1.210, 1.259], [-4.279, 1.522, 0.597], [-5.315, 2.121, 1.294], [-5.171, 2.401, 2.647], [-3.994, 2.082, 3.309], [-2.951, 1.485, 2.616], [-0.937, 1.718, -0.629], [0.136, 1.325, -1.436], [0.860, 2.273, -2.138], [0.511, 3.617, -2.049], [-0.562, 4.009, -1.265], [-1.287, 3.062, -0.552], [-2.408, 0.473, -2.474], [-3.246, -1.293, -3.963], [-3.608, -3.583, -3.101], [-3.184, -4.089, -0.721], [-2.461, -2.316, 0.818], [-4.398, 1.294, -0.456], [-6.238, 2.362, 0.784], [-5.987, 2.860, 3.189], [-3.891, 2.292, 4.365], [-2.035, 1.217, 3.127], [0.401, 0.275, -1.521], [1.697, 1.967, -2.752], [1.079, 4.357, -2.597], [-0.836, 5.053, -1.200], [-2.111, 3.379, 0.075], [-1.092, -3.226, 2.737], [-1.148, -4.180, 2.857], [-0.745, -2.888, 3.569], [1.040, 2.837, 2.303], [2.229, 2.194, 3.001], [3.439, 2.210, 2.188], [4.056, 3.510, 1.907], [3.841, 3.960, 0.469], [4.088, 1.117, 1.731], [5.173, 1.166, 1.174], [3.446, -0.235, 1.913], [4.079, -1.217, 2.664], [3.520, -2.482, 2.720], [2.372, -2.743, 1.994], [1.781, -1.806, 1.251], [2.295, -0.569, 1.229], [0.153, 2.777, 2.935], [0.826, 2.332, 1.360], [1.225, 3.890, 2.090], [2.001, 1.167, 3.279], [2.445, 2.726, 3.932], [5.121, 3.434, 2.122], [3.622, 4.225, 2.607], [4.316, 3.264, -0.220], [4.279, 4.947, 0.315], [2.777, 4.019, 0.231], [5.003, -0.990, 3.179], [3.973, -3.273, 3.299], [1.925, -3.727, 1.978], [1.774, 0.165, 0.628], [0.505, -5.492, -5.215], [0.398, -4.381, -4.221], [0.270, -3.050, -4.605], [0.195, -2.105, -3.599], [0.246, -2.431, -2.310], [0.377, -3.742, -2.051], [0.428, -4.083, -0.330], [0.446, -4.722, -2.929], [0.239, -5.164, -6.218], [-0.135, -6.321, -4.918], [1.531, -5.863, -5.232], [0.232, -2.771, -5.648], [0.085, -1.049, -3.827]], "forces_ev_per_a": [[-0.0940, -0.1896, 0.8614], [-0.0041, 0.0821, -0.3995], [0.0242, -0.0082, -0.1258], [-0.0859, 0.0959, -0.2165], [0.0017, -0.0514, -0.0023], [-0.0082, -0.0423, 0.0212], [-0.0104, 0.0391, -0.0102], [0.0419, -0.0233, 0.0066], [0.1553, -0.0123, 0.1394], [0.0857, -0.0499, 0.0861], [-0.0060, 0.0189, -0.0274], [-0.0055, -0.0005, 0.0073], [-0.0002, -0.0115, -0.0073], [-0.0179, 0.0001, -0.0033], [0.0163, 0.0072, 0.0429], [-0.0532, -0.0149, -0.0035], [0.0328, -0.0290, -0.0243], [-0.0006, 0.0050, 0.0126], [-0.0092, -0.0072, 0.0027], [0.0073, 0.0061, -0.0061], [0.0058, 0.0294, 0.0440], [-0.0170, 0.0162, 0.0298], [-0.0011, -0.0027, -0.0004], [0.0050, 0.0023, -0.0038], [0.0001, -0.0023, -0.0063], [-0.0291, 0.0621, 0.0195], [0.0107, -0.0053, 0.0027], [-0.0016, -0.0001, 0.0041], [0.0066, 0.0083, 0.0006], [0.0010, 0.0003, -0.0014], [0.0120, -0.0067, -0.0146], [-0.0033, -0.0130, 0.0274], [-0.0038, 0.0042, -0.0056], [-0.0002, 0.0017, 0.0012], [0.0047, 0.0000, -0.0030], [-0.0076, -0.0240, -0.0035], [0.0519, -0.0831, -0.0139], [-0.0338, -0.0009, 0.0072], [-0.0611, 0.0425, -0.0001], [-0.0005, -0.0090, -0.0074], [0.0300, 0.0513, 0.0418], [-0.0335, -0.0106, -0.1061], [-0.0335, -0.0035, 0.0373], [-0.0138, 0.0221, 0.0011], [0.0942, -0.0238, 0.1238], [-0.0394, -0.0060, -0.0253], [0.0085, 0.0118, 0.0187], [0.0183, -0.0150, -0.0269], [-0.0090, 0.0153, -0.0320], [0.0101, -0.0713, -0.0905], [-0.1142, 0.1850, 0.1659], [0.0798, -0.0620, -0.0506], [-0.0086, -0.0094, 0.0101], [-0.0009, -0.0060, 0.0034], [0.0083, -0.0040, -0.0054], [-0.0168, -0.0181, -0.0434], [-0.0069, -0.0020, 0.0003], [0.0055, 0.0036, -0.0188], [0.0016, 0.0015, -0.0055], [0.0062, -0.0053, 0.0031], [0.0189, -0.0099, -0.0027], [0.0038, -0.0040, 0.0035], [-0.0063, 0.0033, 0.0095], [0.0045, 0.0037, 0.0018], [-0.0227, 0.0018, 0.0124], [-0.0266, 0.0166, 0.0190], [-0.0065, -0.0066, -0.0282], [0.0109, -0.0455, 0.0421], [-0.0050, 0.0361, -0.0318], [0.0101, -0.0193, 0.0225], [-0.0963, -0.0386, -0.3744], [-0.0299, 0.2987, 0.2728], [0.1391, -0.0725, -0.3396], [0.0095, -0.0771, -0.0584], [0.0048, 0.0087, 0.0034], [0.0064, -0.0006, 0.0120], [-0.0042, -0.0085, 0.0091], [-0.0043, 0.0264, 0.0086], [-0.0006, -0.0006, -0.0123]], "e_above_lowest_ev": 0.3196, "total_charge": 1, "spin_multiplicity": 1, "lumo_energy_ev": [-3.5, -3.5], "total_energy_ev": -70509.395, "gap_ev": [7.28, 7.28], "e_homo_ev": [-10.76, -10.76]}